Here is a structure of composition CHCaHgO2 at a distorted geometry from OMol25. Energies are from wB97M-V/def2-TZVPD.

Structure (ORCA input):
```
! RIJCOSX wB97M-V def2-TZVPD def2/J DEFGRID3
* xyz 2 2
H 0.009 0.833 -1.019
O -0.230 0.393 0.393
C 0.825 0.379 -0.451
O 1.182 -0.731 -0.765
Hg -2.484 0.665 0.568
Ca 0.698 -1.540 1.274
*
```

As for the expectation value of S²: 0.752. Its LUMO energy (alpha / beta) is -9.6 / -11.8 eV. As for the energy above the lowest of the compared OMol25 structures with the same formula, charge and spin: 0.0000 eV.

***

Here is a structure of composition CHCaKO2 at a distorted geometry from OMol25. Energies are from wB97M-V/def2-TZVPD.

Structure (ORCA input):
```
! RIJCOSX wB97M-V def2-TZVPD def2/J DEFGRID3
* xyz 2 1
H 2.279 0.269 0.204
O 1.271 0.761 -0.079
C 1.370 0.321 1.146
O 0.704 -0.425 1.752
K 0.667 0.459 -2.658
Ca -1.215 0.401 0.409
*
```

Its LUMO energy (alpha / beta) is -9.9 / -9.9 eV.

***

Which total energy belongs to each record? In order, -27740.6189, -39892.4233 eV.
Which M belongs to each record? In order, 285.7, 124.2 g/mol.